1.
{
  "formula": "C31H22BrI2N5O3Ru",
  "method": "ωB97M-V with the def2-TZVPD basis set",
  "species": ["I", "I", "Ru", "Br", "O", "O", "O", "N", "N", "N", "N", "N", "C", "C", "C", "C", "C", "C", "C", "C", "C", "C", "C", "C", "C", "C", "C", "C", "C", "C", "C", "C", "C", "C", "C", "C", "C", "C", "C", "C", "C", "C", "C", "H", "H", "H", "H", "H", "H", "H", "H", "H", "H", "H", "H", "H", "H", "H", "H", "H", "H", "H", "H", "H", "H"],
  "xyz": [[-1.682, -2.155, 4.889], [3.920, -2.149, 6.981], [0.781, -0.436, 0.688], [0.521, -2.757, -0.331], [0.538, 1.413, 1.309], [1.350, 3.654, 0.160], [-0.081, -1.112, 2.377], [2.480, -0.621, 1.896], [-0.998, -0.165, -0.112], [4.012, 1.710, -5.648], [1.706, 0.208, -1.046], [-1.438, 1.094, 0.070], [4.416, -0.925, 3.881], [-1.718, -3.273, -1.950], [-0.182, 5.432, 0.023], [-0.940, 3.319, 0.902], [-2.188, 3.890, 1.132], [4.734, -0.401, 2.650], [2.750, -0.471, -1.557], [0.750, -1.345, 3.331], [-1.196, -2.309, -1.134], [-0.775, 1.834, 1.174], [2.612, -1.784, 5.410], [-5.349, -2.683, -2.697], [3.369, -0.118, -2.733], [1.269, -2.041, 5.611], [-5.472, -3.433, -3.866], [-1.433, 5.974, 0.235], [-3.021, -3.319, -2.535], [-3.182, -4.115, -3.688], [-4.389, -4.160, -4.350], [3.518, 1.397, -4.661], [3.085, -1.277, 4.158], [-1.657, -1.004, -0.866], [2.906, 0.998, -3.429], [0.089, 4.108, 0.366], [2.146, -1.088, 3.127], [0.341, -1.823, 4.601], [3.742, -0.262, 1.685], [-4.145, -2.632, -2.032], [1.837, 1.712, -2.899], [1.266, 1.284, -1.719], [-2.445, 5.207, 0.802], [-4.082, -2.143, -1.069], [0.439, 1.832, -1.293], [-6.423, -3.477, -4.379], [3.086, -1.337, -1.004], [-2.566, -0.664, -1.350], [4.200, -0.698, -3.109], [1.437, 2.803, 0.616], [-1.619, 7.007, -0.025], [1.455, 2.594, -3.392], [-3.418, 5.637, 0.995], [0.933, -2.409, 6.570], [5.744, -0.093, 2.422], [-2.333, -4.675, -4.062], [-1.050, -4.091, -2.199], [0.630, 6.017, -0.390], [5.176, -1.053, 4.640], [3.980, 0.155, 0.716], [-2.974, 3.294, 1.587], [-2.433, 1.253, -0.041], [-1.319, 1.596, 2.108], [-4.499, -4.765, -5.239], [-6.210, -2.161, -2.303]],
  "lowdin_charge": [1.09, 1.11, 1.19, 0.95, -0.25, 0.05, -0.18, 0.00, -0.17, 0.22, -0.09, 0.05, 0.01, -0.06, 0.01, -0.12, -0.05, 0.01, -0.15, -0.39, -0.51, -0.35, -0.61, -0.05, 0.03, -0.19, -0.03, -0.05, -0.22, -0.01, -0.05, -0.14, -0.18, -0.13, -0.18, -0.26, -0.14, -0.60, -0.06, -0.03, 0.05, -0.07, -0.07, 0.11, 0.10, 0.12, 0.09, 0.14, 0.14, 0.06, 0.12, 0.14, 0.11, 0.10, 0.13, 0.12, 0.11, 0.13, 0.08, 0.12, 0.12, 0.16, 0.16, 0.12, 0.12],
  "total_energy_ev": -134906.525,
  "largest_force_ev_per_a": 2.481,
  "orbital_gap_ha": [0.1402, 0.1343],
  "charge": 2,
  "lumo_energy_ev": [-9.101, -9.260]
}

***

2.
{
  "formula": "C31H22N3OPPt",
  "method": "ωB97M-V with the def2-TZVPD basis set",
  "species": ["Pt", "P", "O", "N", "N", "N", "C", "C", "C", "C", "C", "C", "C", "C", "C", "C", "C", "C", "C", "C", "C", "C", "C", "C", "C", "C", "C", "C", "C", "C", "C", "C", "C", "C", "C", "C", "C", "H", "H", "H", "H", "H", "H", "H", "H", "H", "H", "H", "H", "H", "H", "H", "H", "H", "H", "H", "H", "H", "H"],
  "xyz": [[1.544, -0.833, 0.898], [-0.161, 0.474, 0.195], [4.384, 1.575, 1.222], [0.415, 2.238, 2.074], [-0.251, -10.631, 0.120], [2.131, 1.120, 0.950], [0.157, -8.072, 0.299], [-2.332, 1.008, 1.879], [0.585, -5.323, 0.497], [-0.112, 3.499, 2.337], [-0.514, -7.201, -0.553], [-0.176, 0.092, -1.576], [1.048, -7.573, 1.244], [-0.580, -1.203, -1.909], [-4.259, 2.246, 1.155], [0.138, 0.991, -2.591], [0.804, -3.905, 0.599], [-0.683, -1.584, -3.236], [-0.178, 4.480, 1.442], [1.359, 3.136, -0.022], [2.760, 3.275, 0.527], [-1.796, 1.110, 0.596], [-0.300, -5.839, -0.453], [1.259, -6.209, 1.340], [-3.559, 1.587, 2.158], [3.249, 1.906, 0.950], [-0.069, -9.499, 0.199], [2.654, 5.651, 0.150], [0.490, 4.384, 0.091], [1.346, 5.626, -0.104], [-2.515, 1.731, -0.420], [0.051, 0.599, -3.921], [-0.366, -0.683, -4.245], [-3.743, 2.310, -0.130], [0.978, -2.707, 0.679], [0.955, 1.886, 0.762], [3.376, 4.443, 0.592], [0.450, 1.999, -2.364], [4.389, 4.510, 0.971], [1.574, -8.257, 1.895], [-0.279, 4.364, -0.688], [-4.297, 2.808, -0.916], [3.202, 6.581, 0.061], [0.826, 6.539, -0.375], [-0.671, 5.408, 1.705], [-2.123, 1.773, -1.428], [-0.817, -5.156, -1.113], [-1.790, 0.478, 2.651], [-0.444, -0.981, -5.283], [-3.971, 1.521, 3.157], [-0.523, 3.615, 3.333], [0.306, 1.303, -4.702], [1.482, 2.860, -1.071], [-5.216, 2.703, 1.374], [1.949, -5.815, 2.073], [-1.001, -2.588, -3.484], [-0.800, -1.919, -1.125], [-1.196, -7.598, -1.294], [0.864, 1.748, 2.831]],
  "lowdin_charge": [0.90, 1.05, 0.05, 0.02, 0.15, -0.17, -0.24, -0.09, -0.25, -0.12, -0.03, -0.36, -0.03, -0.10, -0.07, -0.08, -0.15, -0.06, -0.05, -0.15, -0.09, -0.33, -0.03, -0.02, -0.07, -0.47, -0.18, -0.07, -0.25, -0.05, -0.07, -0.07, -0.07, -0.07, -0.27, -0.57, 0.01, 0.09, 0.12, 0.12, 0.14, 0.11, 0.10, 0.11, 0.11, 0.10, 0.11, 0.11, 0.11, 0.11, 0.12, 0.11, 0.13, 0.11, 0.12, 0.11, 0.08, 0.12, 0.13],
  "total_energy_ev": -51554.145,
  "largest_force_ev_per_a": 1.895,
  "orbital_gap_ha": 0.2366,
  "lumo_energy_ev": -1.627
}

***

3.
{
  "formula": "C31H22N8O2SV",
  "method": "ωB97M-V with the def2-TZVPD basis set",
  "species": ["V", "S", "O", "O", "N", "N", "N", "N", "N", "N", "N", "N", "C", "C", "C", "C", "C", "C", "C", "C", "C", "C", "C", "C", "C", "C", "C", "C", "C", "C", "C", "C", "C", "C", "C", "C", "C", "C", "C", "C", "C", "C", "C", "H", "H", "H", "H", "H", "H", "H", "H", "H", "H", "H", "H", "H", "H", "H", "H", "H", "H", "H", "H", "H", "H"],
  "xyz": [[0.375, 0.261, 0.024], [-1.102, 0.791, 1.838], [2.814, -0.955, -2.645], [1.153, 2.137, 0.141], [-1.011, -1.221, 0.134], [1.782, 0.470, -1.137], [0.207, -1.395, 0.628], [-1.853, 2.525, -2.646], [2.060, -0.170, 1.512], [-3.140, -0.555, 0.749], [-4.240, 8.485, -4.813], [-0.862, 1.041, -1.377], [3.162, -2.052, 2.516], [-3.337, 6.203, -4.015], [4.172, 0.115, 2.572], [-0.742, -5.574, 3.374], [4.694, 3.879, -2.287], [-1.854, -0.430, 0.912], [-2.371, 3.776, -3.114], [-2.351, 4.060, -4.473], [3.072, 0.607, 1.870], [-1.227, 2.321, -1.483], [0.655, -3.627, 3.488], [5.183, 2.887, -3.133], [-3.837, 7.466, -4.468], [-1.869, 1.328, -3.332], [3.607, 3.643, -1.450], [4.233, -1.234, 2.868], [4.612, 1.611, -3.177], [-0.657, -4.102, 1.479], [0.276, -3.289, 2.165], [-2.838, 5.273, -4.925], [-2.880, 4.694, -2.203], [0.815, -2.135, 1.539], [-3.358, 5.911, -2.651], [1.950, 1.768, -0.763], [-1.138, -5.241, 2.075], [2.749, 0.122, -2.151], [0.137, -4.753, 4.082], [3.045, 2.377, -1.492], [-1.261, 0.410, -2.539], [3.543, 1.370, -2.347], [2.077, -1.475, 1.882], [-2.336, 1.210, -4.294], [5.166, 4.852, -2.282], [-1.941, 3.355, -5.185], [-2.939, 4.457, -1.148], [-1.043, 3.078, -0.740], [6.027, 3.110, -3.771], [-2.824, 5.504, -5.981], [4.992, 0.843, -3.838], [0.406, -4.997, 5.100], [-1.128, -6.474, 3.835], [5.094, -1.650, 3.374], [1.294, -2.963, 4.053], [-1.087, -0.637, -2.722], [-3.761, 6.630, -1.952], [-3.522, -1.290, 0.165], [3.215, 4.416, -0.802], [3.006, 1.654, 1.608], [-3.784, 0.081, 1.201], [4.966, 0.788, 2.866], [-1.819, -5.887, 1.537], [-0.935, -3.857, 0.461], [3.186, -3.114, 2.714]],
  "lowdin_charge": [0.93, 0.92, 0.21, -0.03, 0.00, 0.03, -0.14, 0.03, 0.07, 0.22, 0.21, -0.08, 0.05, -0.20, 0.04, 0.03, 0.00, -0.77, -0.18, 0.01, -0.04, -0.08, 0.01, 0.02, -0.16, 0.02, 0.05, 0.03, 0.05, 0.02, -0.13, 0.02, 0.00, -0.06, 0.01, -0.39, -0.01, -0.32, -0.01, -0.08, -0.06, -0.06, -0.17, 0.15, 0.13, 0.12, 0.12, 0.15, 0.14, 0.14, 0.14, 0.13, 0.14, 0.14, 0.13, 0.13, 0.14, 0.16, 0.14, 0.13, 0.15, 0.14, 0.13, 0.12, 0.14],
  "total_energy_ev": -85016.745,
  "largest_force_ev_per_a": 1.716,
  "orbital_gap_ha": 0.1569,
  "charge": 3,
  "lumo_energy_ev": -11.639
}